Below is a molecular structure, C44H38N4O2P2S2SnTe in a non-equilibrium geometry, with properties calculated with wB97M-V/def2-TZVPD.

Last column: Mulliken charge in e.
Geometry (Å):
Sn: -0.2644 0.4505 0.2309  1.89
Te: 2.9663 -2.3295 1.8782  0.39
C: 5.0086 -2.7790 1.4672  0.23
C: 5.3952 -3.3087 0.2427  0.10
C: 6.7424 -3.5288 0.0003  -0.58
N: 7.7101 -3.2561 0.8801  -0.63
C: 7.3261 -2.7653 2.0580  -0.39
C: 6.0022 -2.5197 2.3999  -0.40
C: 2.4656 -1.8985 -0.1771  -0.97
P: 1.0902 -2.8919 -0.4564  0.33
C: 0.3694 -2.6809 -2.0990  1.11
C: 1.1217 -3.0225 -3.2217  -0.02
C: 0.6145 -2.8113 -4.4927  -0.80
C: -0.6382 -2.2360 -4.6549  -0.56
C: -1.3876 -1.8845 -3.5421  -0.97
C: -0.8930 -2.1156 -2.2678  -0.06
C: 1.5832 -4.6294 -0.2328  1.12
C: 0.9950 -5.4482 0.7284  -0.66
C: 1.4170 -6.7596 0.8844  -0.75
C: 2.4308 -7.2695 0.0856  -0.52
C: 3.0340 -6.4560 -0.8621  -0.77
C: 2.6136 -5.1444 -1.0181  -0.57
P: 2.3923 -0.0501 -0.3866  0.59
C: 2.4029 0.1761 -2.2059  1.22
C: 1.6335 1.2147 -2.7351  -0.50
C: 1.6323 1.4728 -4.1000  -0.87
C: 2.4076 0.6967 -4.9503  -0.70
C: 3.1649 -0.3472 -4.4353  -1.11
C: 3.1564 -0.6099 -3.0732  0.04
C: 4.0756 0.5038 0.1150  0.30
C: 5.2472 0.2834 -0.6036  -0.46
C: 6.4654 0.7450 -0.1219  -0.66
C: 6.5237 1.4419 1.0781  -0.54
C: 5.3587 1.6914 1.7904  -0.73
C: 4.1431 1.2274 1.3079  -0.22
H: 4.6530 -3.5312 -0.5123  0.32
H: 7.0687 -3.9381 -0.9527  0.36
H: 8.1234 -2.5480 2.7635  0.37
H: 5.7637 -2.1230 3.3817  0.37
H: 2.1070 -3.4521 -3.1108  0.11
H: 1.2064 -3.0890 -5.3565  0.43
H: -1.0264 -2.0594 -5.6504  0.40
H: -2.3603 -1.4230 -3.6568  0.47
H: -1.5018 -1.8370 -1.4198  0.06
H: 0.2177 -5.0649 1.3717  0.35
H: 0.9536 -7.3850 1.6374  0.42
H: 2.7554 -8.2956 0.2059  0.39
H: 3.8365 -6.8396 -1.4812  0.41
H: 3.1050 -4.5161 -1.7489  0.06
H: 1.0279 1.8241 -2.0779  -0.01
H: 1.0286 2.2815 -4.4948  0.48
H: 2.4193 0.9026 -6.0146  0.39
H: 3.7633 -0.9613 -5.0998  0.45
H: 3.7359 -1.4385 -2.6804  0.41
H: 5.2179 -0.2431 -1.5479  0.32
H: 7.3741 0.5540 -0.6811  0.43
H: 7.4773 1.7953 1.4536  0.39
H: 5.3983 2.2512 2.7185  0.43
H: 3.2281 1.4248 1.8554  0.40
C: -7.1412 6.0350 -1.1521  -1.42
C: -6.0975 4.9533 -1.0304  1.00
C: -6.1030 4.0732 0.0495  -0.92
C: -5.1532 3.0714 0.1572  -0.50
C: -4.1868 2.9402 -0.8324  -0.51
C: -4.1654 3.8007 -1.9230  -0.07
C: -5.1234 4.8007 -2.0148  -0.77
S: -2.9012 1.7378 -0.6435  1.59
O: -3.4836 0.4489 -0.3565  -0.67
O: -2.1143 1.8478 -1.8628  -0.62
N: -2.0277 2.1650 0.6348  -0.53
C: -1.0983 3.1966 0.4459  0.35
C: -1.3947 4.5671 0.4339  -0.73
C: -0.3574 5.4693 0.3169  -0.36
C: 0.9564 5.0121 0.2029  -0.90
C: 1.1765 3.6546 0.1929  -0.31
N: 0.1750 2.7701 0.3111  0.23
H: -7.6063 6.2487 -0.1899  0.37
H: -7.9297 5.7269 -1.8436  0.29
H: -6.7053 6.9555 -1.5417  0.37
H: -6.8646 4.1726 0.8149  0.34
H: -5.1464 2.3871 0.9992  0.44
H: -3.3993 3.6713 -2.6767  0.48
H: -5.1166 5.4708 -2.8676  0.37
H: -2.4265 4.8807 0.5211  0.54
H: -0.5626 6.5332 0.3195  0.41
H: 1.7841 5.7031 0.1194  0.45
H: 2.1715 3.2353 0.0910  0.36
S: -2.9195 -3.3117 0.9888  -0.34
C: -1.4097 -3.0509 0.7305  0.63
N: -0.2411 -2.8415 0.5850  -0.40
C: -0.2570 0.3281 2.4373  -1.41
H: 0.6270 -0.1177 2.8906  0.31
H: -1.1302 -0.2726 2.6980  0.42
H: -0.4062 1.3279 2.8419  0.38

- Max |F|: 1.20 eV Å⁻¹
- E_HOMO: -7.035 eV